108
Properties=species:S:1:pos:R:3:forces:R:3 method="wB97M-V/def2-TZVPD" spin_multiplicity=8 e_lumo_ha="-0.1183 / -0.1025" total_charge=+1 total_energy_ev=-245933.26389
Gd -1.2814 1.3513 0.7517 -0.1 0.9 -2.5
C 4.1068 -0.0293 3.7632 -0.1 0.0 0.1
C 2.7695 0.3155 3.8660 0.1 0.0 0.2
C 1.9830 0.3633 2.7281 -0.1 0.0 -0.2
C 2.5254 0.0702 1.4812 -0.3 -0.1 0.0
C 3.8764 -0.2473 1.3795 0.0 0.0 0.1
C 4.6572 -0.3036 2.5200 0.1 0.0 -0.1
P 1.4254 0.2028 0.0240 1.0 0.4 0.1
C 2.0241 -1.1545 -1.0482 -0.4 0.0 -0.1
C 2.3858 -2.3923 -0.5172 0.1 0.2 0.0
C 2.8590 -3.3938 -1.3461 0.0 0.0 -0.1
C 2.9826 -3.1746 -2.7079 0.0 0.1 0.0
C 2.5468 -1.9755 -3.2550 0.2 0.0 0.0
C 2.0396 -0.9827 -2.4325 -0.1 0.0 0.1
C 2.2069 1.6824 -0.7287 0.0 -0.3 -0.3
C 3.3239 1.6061 -1.5252 -0.3 0.0 0.1
C 3.9486 2.7696 -1.9889 0.1 0.3 0.0
C 3.5016 3.9942 -1.5816 0.1 -0.1 -0.1
C 2.3884 4.1118 -0.7245 -0.2 -0.2 0.2
C 1.9831 5.3622 -0.2178 -0.1 0.1 0.1
C 0.9488 5.4364 0.6699 0.1 0.0 -0.1
C 0.2247 4.2804 1.0129 -0.3 -0.8 0.3
C 0.5193 3.0185 0.5128 0.4 0.9 0.3
C 1.6847 2.9430 -0.3179 -0.2 -0.3 0.0
H 4.7200 -0.0844 4.6514 0.0 0.0 0.0
H 2.3364 0.5399 4.8306 0.0 0.0 0.1
H 0.9347 0.6290 2.8056 0.2 -0.1 0.1
H 4.3158 -0.4499 0.4144 0.1 -0.1 -0.1
H 5.7022 -0.5639 2.4432 0.1 0.0 0.0
H 2.3055 -2.5775 0.5451 0.1 0.0 0.1
H 3.1457 -4.3498 -0.9391 0.0 -0.1 0.1
H 3.4022 -3.9520 -3.3265 0.0 -0.1 -0.1
H 2.6184 -1.8000 -4.3212 0.0 0.0 -0.1
H 1.6761 -0.0566 -2.8604 0.1 0.0 0.0
H 3.7397 0.6513 -1.8091 0.0 0.0 0.0
H 4.8025 2.6855 -2.6447 0.1 0.0 0.0
H 4.0149 4.8933 -1.8896 0.0 0.1 -0.1
H 2.5252 6.2453 -0.5212 0.1 0.1 0.0
H 0.6588 6.3886 1.0914 0.0 0.1 0.0
H -0.6140 4.4088 1.7003 0.1 -0.1 -0.1
Se -3.9547 3.1324 0.9679 -0.1 0.3 0.1
Se -4.8935 2.0745 -0.8655 -0.4 -0.2 -0.4
C -4.7346 0.2515 -0.2516 0.2 0.2 0.3
C -5.6977 -0.6797 -0.6305 0.1 0.3 -0.1
C -5.6582 -1.9326 -0.0475 0.2 0.1 0.1
C -4.6701 -2.1947 0.8947 -0.1 0.0 -0.1
C -3.7438 -1.2086 1.1816 -0.2 -0.2 0.1
N -3.7503 -0.0042 0.6036 -0.4 -0.1 0.0
C -2.7705 4.2097 -0.1101 0.0 -0.3 -0.4
C -2.7986 5.5934 -0.0412 0.0 -0.1 0.1
C -1.9973 6.3046 -0.9192 0.1 -0.3 -0.1
C -1.2285 5.5923 -1.8314 -0.2 0.1 0.0
C -1.2719 4.2073 -1.8203 0.0 -0.1 0.0
N -2.0183 3.5088 -0.9613 -0.1 0.4 0.2
H -6.4703 -0.3906 -1.3309 0.0 -0.1 0.0
H -6.4069 -2.6730 -0.2858 0.0 -0.1 -0.1
H -4.6307 -3.1440 1.4050 0.0 -0.1 0.1
H -2.9795 -1.3684 1.9303 0.0 0.0 -0.1
H -3.4382 6.0861 0.6761 -0.1 0.0 0.0
H -1.9899 7.3858 -0.9074 0.0 0.0 0.0
H -0.6068 6.1081 -2.5445 0.1 0.0 -0.1
H -0.6905 3.6240 -2.5243 0.1 0.0 0.1
O -1.6576 2.2415 2.8083 0.1 0.5 0.6
C -1.4330 1.1077 3.3101 0.0 0.3 1.5
O -1.4003 0.0912 2.5512 0.2 -1.2 0.2
C -1.1388 0.9245 4.7504 0.0 -0.2 0.0
C -1.1106 -0.3767 5.2439 0.0 0.1 -0.2
C -0.7730 -0.6546 6.5600 0.1 0.1 0.4
C -0.4476 0.4159 7.3595 -0.1 0.4 -0.4
O -0.0630 0.4129 8.6592 -0.2 -0.4 -0.4
C 0.1722 1.7632 9.0065 0.4 0.5 1.1
O -0.0880 2.5765 7.8766 -0.1 0.1 -0.4
C -0.4709 1.7313 6.8736 0.0 -0.5 0.0
C -0.8239 2.0162 5.5777 0.1 0.1 0.3
H -1.3522 -1.1884 4.5770 0.0 -0.1 -0.1
H -0.7567 -1.6592 6.9447 0.0 -0.2 0.0
H 1.2219 1.8821 9.3229 -0.3 0.0 -0.2
H -0.4926 2.0497 9.8371 0.1 -0.1 -0.3
H -0.8431 3.0258 5.2034 0.0 0.1 -0.1
C 0.8949 -4.4394 -7.0204 -0.1 0.0 -0.2
C 1.5290 -4.9966 -5.7669 -0.7 0.1 0.5
S 0.2790 -5.1491 -4.4542 0.2 0.8 0.0
O 0.9222 -5.5848 -3.2498 0.4 -0.1 0.3
O -0.8509 -5.8866 -4.9361 -0.3 -0.2 -0.4
C -0.3405 -3.4492 -4.1104 0.5 -0.8 -0.4
C -1.4795 -3.6135 -3.1115 -0.2 -0.6 -0.5
N -1.3961 -2.6876 -2.0044 0.0 0.0 0.5
C -1.6583 -1.3612 -2.0165 0.0 0.2 0.3
N -1.4041 -0.8014 -0.8408 0.2 -0.2 -0.1
C -0.9286 -1.7949 -0.0364 -0.1 -0.9 -0.4
C -0.9219 -2.9723 -0.7420 -0.1 1.4 0.3
N -0.5686 -4.2533 -0.2376 -0.1 0.0 0.0
O 0.1790 -4.2524 0.7146 0.2 -0.1 0.3
O -1.0679 -5.2275 -0.7547 0.0 -0.4 0.0
C -2.1561 -0.6099 -3.1893 0.0 -0.1 -0.1
H 1.5100 -4.6475 -7.8941 0.0 0.0 0.0
H 0.7668 -3.3604 -6.9445 -0.1 0.0 -0.1
H -0.0742 -4.9160 -7.1594 0.0 0.1 -0.2
H 2.3173 -4.3688 -5.3635 0.1 0.0 0.1
H 1.9039 -6.0094 -5.9083 0.0 -0.1 0.2
H -0.6687 -3.0136 -5.0453 0.0 0.2 -0.2
H 0.5014 -2.9089 -3.6877 -0.1 0.1 0.0
H -1.4333 -4.6289 -2.7014 -0.3 0.4 0.0
H -2.4451 -3.4961 -3.6079 0.1 0.0 0.1
H -0.6353 -1.6453 0.9910 0.0 -0.1 0.0
H -2.9669 -1.1369 -3.6866 -0.1 0.0 -0.1
H -1.3576 -0.4582 -3.9128 0.1 0.0 -0.1
H -2.5062 0.3656 -2.8607 -0.1 0.0 0.0